Entry 1:
Entry from the OMol25 dataset: C4H6AgLiO2 as an isolated structure at a distorted geometry (wB97M-V/def2-TZVPD).

Geometry as ORCA input:
```
! wB97M-V def2-TZVPD RIJCOSX def2/J DEFGRID3
* xyz -1 2
O 1.84407 0.39409 -0.34294
Ag 1.03742 -0.09383 1.35109
C 1.29846 0.41670 -1.61439
C -0.23198 0.54119 -1.65598
H 1.70515 1.27102 -2.19908
H -0.45931 1.55453 -1.28164
H -0.55150 0.60018 -2.70966
H 1.57628 -0.49389 -2.19321
C -0.95320 -0.88335 -1.05459
C -1.55419 -0.04122 -0.04634
O -2.47485 0.76924 0.21696
Li -1.41785 0.17769 2.53345
H -0.13790 -1.60344 -0.89353
H -1.73479 -1.51611 -1.50392
*
```

Output
energy relative to the best compared isomer or geometry (same formula, charge and spin) = 65.5 kJ/mol
LUMO energy (alpha / beta) = 2.887 / 2.594 eV
orbital gap (alpha / beta) = 3.830 / 4.191 eV
<S²> = 0.78
DFT total energy = -460.8321 Eh



Entry 2:
Entry from the OMol25 dataset: C24H41F3GdP2 as an isolated structure at a distorted geometry (wB97M-V/def2-TZVPD).

Geometry as ORCA input:
```
! wB97M-V def2-TZVPD RIJCOSX def2/J DEFGRID3
* xyz 1 8
Gd -0.06331 -0.03090 0.11943
C 3.40079 0.80622 -0.22838
C 2.81391 1.10706 1.03886
C 3.64301 -1.03412 1.13942
C 3.87463 -0.52485 -0.16935
C 2.96817 -0.04154 1.88334
C 3.57079 1.72404 -1.37724
H 2.79636 2.49955 -1.40156
H 3.53520 1.15535 -2.31680
H 4.54897 2.23084 -1.32503
C 4.60320 -1.23374 -1.23245
H 4.84023 -0.57260 -2.07356
H 4.01280 -2.06623 -1.63742
H 5.54852 -1.65572 -0.86325
C 4.09577 -2.35613 1.61720
H 5.15573 -2.51061 1.36375
H 3.51999 -3.17607 1.16191
H 3.98060 -2.42666 2.70462
C 2.60700 -0.11723 3.31685
H 3.36958 0.37578 3.94055
H 2.54424 -1.16452 3.63746
H 1.64523 0.36343 3.53222
C 2.32907 2.42673 1.49980
H 3.09880 2.95770 2.08798
H 1.44268 2.34918 2.15202
H 2.05930 3.08445 0.66347
C -2.82322 -0.29416 -2.04219
C -2.66579 1.17325 -2.49778
C -3.19679 2.32107 -1.61718
C -3.33007 2.09558 -0.11083
C -2.25226 1.15913 0.50359
C -2.84370 -0.09177 1.17927
C -3.87955 -0.89064 0.31612
C -4.04433 -0.65734 -1.19343
H -4.20574 2.54668 -1.99425
H -4.32055 1.71150 0.10749
H -2.58211 3.21299 -1.79817
H -4.86242 0.05203 -1.39908
H -2.96403 -0.90074 -2.95189
H -2.90711 1.31442 -3.56703
H -4.44139 -1.59778 -1.61714
H -3.74884 -1.97390 0.41632
H -3.41074 0.28904 2.04161
H -4.88542 -0.73827 0.73848
H -3.27534 3.04471 0.43149
H -1.49272 1.72424 1.10217
P -0.82944 0.90712 -2.66588
C -0.33019 0.17865 -4.20053
C -0.06332 2.26660 -1.72969
P -1.58196 -1.18425 2.04314
C -1.40638 -0.47815 -1.59938
C -1.19827 -0.31074 3.61450
C -2.26191 -2.76757 2.53016
H 0.07046 -0.82447 -3.96927
H 0.45685 0.77450 -4.67932
H -1.20226 0.09832 -4.88051
H -0.57244 2.57825 -0.78880
H -0.09830 3.17804 -2.35796
H 0.99550 2.05876 -1.50002
H -3.33229 -2.86598 2.28112
H -2.12236 -2.91886 3.60695
H -1.68712 -3.56316 2.02371
H -0.92886 -1.46137 -1.41224
H -1.73344 0.88789 -0.45439
H -0.28907 -0.76851 4.02769
H -2.03181 -0.43892 4.32080
H -0.98280 0.75970 3.47662
F -0.31834 -3.35586 -1.04704
C 0.71414 -2.56758 -0.57739
F 1.34733 -3.38123 0.32897
F 1.57712 -2.47061 -1.67264
*
```

Output
energy relative to the best compared isomer or geometry (same formula, charge and spin) = 0.0 kJ/mol
LUMO energy (alpha / beta) = -3.772 / -2.843 eV
orbital gap (alpha / beta) = 4.666 / 6.604 eV
<S²> = 16.53
DFT total energy = -2686.5826 Eh



Entry 3:
Entry from the OMol25 dataset: C13H13IP as an isolated structure at a distorted geometry (wB97M-V/def2-TZVPD).

Geometry as ORCA input:
```
! wB97M-V def2-TZVPD RIJCOSX def2/J DEFGRID3
* xyz 1 1
C 1.34008 -0.45783 -3.70113
C -2.36732 -1.84334 2.61500
C 0.05801 -0.57535 -3.09558
C 2.38165 0.08820 -3.03684
C -2.55917 -0.47287 2.66201
C -1.31204 -2.47218 1.93155
C -0.08748 -0.09889 -1.73442
C 2.29382 0.33225 -1.67672
C -1.59721 0.38886 2.14063
C -0.34610 -1.54572 1.34508
C 1.05601 0.24655 -1.05965
C -0.45894 -0.17061 1.44633
C 0.22354 3.04291 0.74750
P 0.89798 0.76689 0.59462
I 2.94943 0.53688 1.66313
H 1.57419 -0.44383 -4.73145
H -3.09659 -2.53073 2.98814
H -0.79325 -1.00479 -3.77292
H 3.31183 0.14979 -3.50917
H -3.36108 0.08697 3.13366
H -1.33372 -3.64508 1.97905
H -1.08231 -0.05715 -1.36753
H 3.16033 0.53994 -1.13232
H -1.69176 1.49037 2.17820
H 0.37576 -2.02432 0.80553
H -0.53266 2.91175 1.53658
H -0.17962 3.48407 -0.17151
H 1.17661 3.27728 1.22225
*
```

Output
energy relative to the best compared isomer or geometry (same formula, charge and spin) = 51.6 kJ/mol
LUMO energy = -4.132 eV
orbital gap = 8.770 eV
DFT total energy = -1141.9004 Eh



Entry 4:
Entry from the OMol25 dataset: C21H26N2O5S as an isolated structure at a distorted geometry (wB97M-V/def2-TZVPD).

Geometry as ORCA input:
```
! wB97M-V def2-TZVPD RIJCOSX def2/J DEFGRID3
* xyz 0 1
C 6.66533 2.33999 1.15183
H 6.99163 3.28717 0.84205
O 5.22681 2.29703 0.98983
C 4.55457 1.32650 1.20326
C 5.11938 0.15237 1.32257
C 4.24783 -0.86968 1.81736
C 2.83054 -0.62800 1.87907
C 2.41925 0.37696 1.32052
C 3.30953 1.44624 1.14380
H 2.78052 2.48396 0.92889
S 0.68114 0.68121 1.27963
O 0.12008 -0.31240 0.39715
O 0.00812 1.28222 2.23571
N 0.66779 2.17883 0.31494
C 1.08298 2.04612 -1.25811
C -0.10567 1.53186 -1.84556
H 0.03185 1.70077 -3.06257
H -0.13262 0.46042 -1.67905
C -1.53408 1.91796 -1.70827
C -2.61235 1.11454 -1.98617
O -3.32907 1.40103 -3.02161
N -2.49781 -0.07074 -1.24183
C -3.39367 -1.26628 -1.46557
C -3.10611 -2.25022 -0.57037
C -3.74270 -3.66083 -0.92365
C -5.03269 -3.51493 -1.68367
C -5.29748 -2.21849 -2.54393
C -4.48021 -1.40065 -2.38991
H -4.69693 -0.29358 -2.94132
H -6.17865 -2.37007 -3.09260
H -5.55402 -4.47130 -1.69398
C -3.47929 -4.61590 -0.02908
H -2.65034 -4.49600 0.63030
H -4.33910 -4.63890 0.74469
H -3.46786 -5.44301 -0.53380
H -2.26372 -2.41137 0.00784
H -1.74953 -0.27510 -0.92904
C -1.82051 2.49983 0.04356
C -0.46628 3.06243 0.46321
H -0.18978 4.00941 0.12838
H -0.77235 3.33059 1.57000
H -1.88962 1.59290 0.67958
H -2.50500 3.16872 -0.07296
H -1.57551 3.13062 -2.28351
H 1.40710 3.01549 -1.53979
H 1.76801 1.44608 -1.28961
O 2.05239 -1.85629 2.05742
C 0.67588 -1.79450 2.50727
H 0.76657 -2.89164 3.17903
H 0.74084 -0.98601 3.26084
H 0.11727 -2.03530 1.73750
H 4.61767 -2.02472 2.00875
H 6.04741 -0.27795 1.45450
H 6.96050 2.09204 2.11491
H 6.97194 1.70059 0.37158
*
```

Output
energy relative to the best compared isomer or geometry (same formula, charge and spin) = 2179.9 kJ/mol
LUMO energy = 0.238 eV
orbital gap = 8.109 eV
DFT total energy = -1698.9933 Eh



Entry 5:
Entry from the OMol25 dataset: a 2-piece molecular cluster, C12H17N overall at a distorted geometry (wB97M-V/def2-TZVPD).

Geometry as ORCA input:
```
! wB97M-V def2-TZVPD RIJCOSX def2/J DEFGRID3
* xyz 0 1
C 1.92681 0.61519 -1.45510
C 1.17367 -1.44993 -0.20526
C 1.67861 -0.11741 -0.18953
C 0.46107 -1.58389 1.07484
C 1.32724 0.46756 0.93852
C 1.14927 -2.40421 -1.21252
C 0.50988 -3.61533 -0.89600
C -0.12874 -3.81882 0.32664
C -0.21137 -2.81750 1.33660
N 0.48353 -0.43613 1.74872
H 1.63002 -2.44579 -2.14814
H 0.74079 -4.43057 -1.58880
H -0.86806 -4.64190 0.29376
H 2.96306 0.31408 -1.89167
H 2.16274 1.63008 -1.18901
H 1.89061 1.30599 1.50913
H 0.06974 -0.35993 2.66191
H -0.93916 -3.06690 2.18477
H 1.24223 0.36004 -2.14664
C -1.67157 2.00488 0.62708
C -2.34828 1.84631 -0.75299
C -0.70571 3.32620 0.44037
H -2.31492 2.13164 1.51145
H -1.16693 1.13815 0.92905
H -1.69012 1.50946 -1.61474
H -0.27635 3.61566 1.49628
H 0.21224 3.12446 -0.04963
H -2.91502 2.76947 -1.01956
H -3.09920 1.00019 -0.66159
H -1.28608 4.02897 -0.05793
*
```

Output
energy relative to the best compared isomer or geometry (same formula, charge and spin) = 280.3 kJ/mol
structure (SMILES) = Cc1c[nH]c2ccccc12.CCC
LUMO energy = 0.912 eV
orbital gap = 8.979 eV
DFT total energy = -522.1135 Eh



Entry 6:
Entry from the OMol25 dataset: an isolated molecule of C20H25ClN2O3S (wB97M-V/def2-TZVPD).

Geometry as ORCA input:
```
! wB97M-V def2-TZVPD RIJCOSX def2/J DEFGRID3
* xyz 0 1
C -4.40786 -4.10243 -0.57090
H -5.21678 -4.67532 -1.02084
O -4.93435 -2.81281 -0.35148
C -4.14539 -1.87031 0.21360
C -2.81706 -2.06347 0.59116
C -2.10531 -1.01840 1.15521
C -2.70831 0.20775 1.34335
C -4.03005 0.40985 0.98575
C -4.74671 -0.62264 0.42053
H -5.77793 -0.49904 0.13096
H -4.48812 1.36919 1.16951
S -1.77760 1.56110 2.04987
O -0.43708 1.11444 2.29014
O -2.50707 2.12830 3.14581
N -1.76369 2.76592 0.88966
H -2.50027 3.41974 1.10371
C -1.65450 2.45452 -0.52097
H -2.57126 1.96911 -0.89622
C -0.46220 1.54368 -0.79437
C -0.35809 1.19445 -2.28021
C 0.84324 0.27956 -2.51050
C 2.11513 0.91773 -1.93251
N 1.99399 1.30759 -0.54074
C 2.04045 0.18566 0.37985
C 3.45635 -0.24492 0.64976
C 4.51628 0.63578 0.47156
C 5.81951 0.25140 0.72639
C 6.09036 -1.03191 1.17071
C 5.05272 -1.92646 1.36195
C 3.75295 -1.52634 1.10176
Cl 2.47583 -2.66952 1.36349
H 5.24540 -2.92917 1.71126
H 7.10524 -1.33968 1.37181
H 6.62622 0.95405 0.58068
H 4.28735 1.63114 0.12507
H 1.58030 0.49385 1.32433
H 1.47242 -0.68366 0.01662
C 0.86055 2.18455 -0.34494
H 0.79719 2.45104 0.70975
H 1.03723 3.09540 -0.92727
H 2.95800 0.22865 -2.02394
H 2.35060 1.82114 -2.50506
H 0.98163 0.09588 -3.57727
H 0.66181 -0.68348 -2.02878
H -1.27530 0.70671 -2.62159
H -0.23160 2.11428 -2.85753
H -0.60281 0.62392 -0.22141
H -1.52639 3.40020 -1.05774
H -1.07956 -1.14683 1.46469
H -2.33197 -3.01662 0.45596
H -4.10652 -4.57691 0.36754
H -3.55697 -4.07662 -1.25816
*
```

Output
energy relative to the best compared isomer or geometry (same formula, charge and spin) = 123.7 kJ/mol
structure (SMILES) = COc1ccc(S(=O)(=O)NC[C@H]2CCCN(Cc3ccccc3Cl)C2)cc1
LUMO energy = 0.472 eV
orbital gap = 8.684 eV
DFT total energy = -1970.7126 Eh



Entry 7:
Entry from the OMol25 dataset: a 4-piece molecular cluster, C2H13NO4 overall at a distorted geometry (wB97M-V/def2-TZVPD).

Geometry as ORCA input:
```
! wB97M-V def2-TZVPD RIJCOSX def2/J DEFGRID3
* xyz 0 1
C -2.65933 1.94363 -0.77994
O -2.22874 0.89261 -1.64812
C -2.12817 1.64190 0.62859
N -0.68485 1.30023 0.61663
H -2.26974 2.88597 -1.13638
H -3.74576 1.97387 -0.67410
H -2.15974 1.30990 -2.51138
H -2.39812 2.45569 1.31681
H -2.71684 0.81637 1.01699
H -0.49030 0.73843 1.42997
H -0.24784 2.19890 0.79227
H 2.97038 -2.25755 1.49381
H 3.09068 -0.79327 1.78667
O 2.81188 -1.61833 2.19961
H -0.71528 -3.30339 -1.80284
H -0.76670 -2.11559 -0.77547
O -0.62388 -3.06662 -0.87921
H 4.36926 -1.23066 -0.17914
H 5.30568 -2.36637 -0.48744
O 5.28740 -1.40572 -0.40733
*
```

Output
energy relative to the best compared isomer or geometry (same formula, charge and spin) = 135.5 kJ/mol
structure (SMILES) = NCCO.O.O.O
LUMO energy = 0.431 eV
orbital gap = 10.221 eV
DFT total energy = -439.6712 Eh



Entry 8:
Entry from the OMol25 dataset: an isolated ion of composition C7H13FN3O2S and charge +1 at a distorted geometry (wB97M-V/def2-TZVPD).

Geometry as ORCA input:
```
! wB97M-V def2-TZVPD RIJCOSX def2/J DEFGRID3
* xyz 1 1
C 1.29697 -1.07167 -0.65686
C -1.60040 -0.23505 0.11039
C 3.60562 0.28030 -1.07448
C -5.03895 0.37763 0.58672
C 2.70409 1.26976 1.01993
C -3.65113 0.80342 0.30100
C -0.92856 -1.62613 -0.11277
N 2.59356 -0.57612 -0.50921
N 0.45954 -1.48399 0.18507
N 3.41741 0.13906 0.44162
O -0.97751 0.80427 0.12212
O -2.84837 -0.33589 0.22203
F -1.19816 -1.85870 -1.45757
S 5.01328 -0.67940 -1.87202
H 1.13000 -1.23688 -1.75684
H 3.38301 1.22331 -1.52304
H -5.47745 -0.28343 -0.11171
H -5.09749 -0.05192 1.51873
H -5.68345 1.22233 0.39925
H 2.43157 1.12773 1.97854
H 3.37751 2.08547 1.21955
H 1.99935 1.50336 0.23586
H -3.14448 1.47501 0.91453
H -3.42490 1.37533 -0.72499
H -1.32438 -2.39259 0.60997
H 4.10069 -0.18771 0.99855
H 4.88265 -1.66752 -1.06436
*
```

Output
energy relative to the best compared isomer or geometry (same formula, charge and spin) = 14.0 kJ/mol
structure (SMILES) = CCOC(=O)[C@@H](F)/N=C/N1[C@H](S)[N@H+]1C
LUMO energy = -3.149 eV
orbital gap = 10.275 eV
DFT total energy = -1086.9010 Eh